1.
{"formula": "C19H22N6O4SSn", "method": "the ωB97M-V functional and the def2-TZVPD basis", "species": ["Sn", "N", "C", "C", "C", "C", "C", "C", "S", "O", "O", "N", "C", "N", "C", "C", "C", "N", "H", "H", "H", "H", "H", "H", "H", "H", "H", "N", "C", "C", "C", "O", "O", "H", "H", "H", "H", "H", "H", "C", "C", "C", "C", "N", "C", "C", "H", "H", "H", "H", "H", "H", "H"], "positions_angstrom": [[-0.422, -1.437, -0.660], [5.237, 1.198, -5.762], [4.521, 1.017, -4.666], [3.595, -0.074, -4.592], [2.877, -0.267, -3.449], [3.048, 0.614, -2.368], [3.945, 1.698, -2.425], [4.679, 1.903, -3.552], [2.176, 0.289, -0.845], [2.810, 1.080, 0.159], [2.176, -1.159, -0.727], [0.622, 0.627, -1.051], [0.252, 1.963, -1.180], [1.141, 2.812, -1.693], [0.763, 4.082, -1.799], [-0.498, 4.518, -1.430], [-1.353, 3.553, -0.938], [-0.988, 2.276, -0.799], [5.150, 0.579, -6.557], [5.905, 1.953, -5.837], [3.491, -0.740, -5.439], [2.197, -1.102, -3.361], [4.042, 2.340, -1.561], [5.387, 2.719, -3.620], [1.495, 4.771, -2.205], [-0.797, 5.550, -1.529], [-2.364, 3.799, -0.636], [-2.357, -0.172, -0.109], [-3.095, -0.237, 1.174], [-3.816, -1.561, 1.405], [-2.786, -2.695, 1.576], [-2.900, -3.149, 2.765], [-2.003, -3.024, 0.705], [-2.029, 0.798, -0.266], [-3.006, -0.384, -0.864], [-3.844, 0.558, 1.209], [-2.395, -0.050, 1.988], [-4.426, -1.870, 0.552], [-4.467, -1.477, 2.272], [1.625, -0.785, 5.506], [1.120, -0.917, 4.105], [1.040, -2.151, 3.465], [0.578, -2.223, 2.169], [0.191, -1.135, 1.487], [0.271, 0.064, 2.087], [0.718, 0.207, 3.379], [1.830, -1.754, 5.953], [0.898, -0.259, 6.126], [2.544, -0.197, 5.517], [1.342, -3.057, 3.972], [0.508, -3.173, 1.653], [-0.024, 0.920, 1.492], [0.767, 1.194, 3.819]], "forces_ev_per_angstrom": [[-0.04, -0.06, -0.07], [0.00, 0.00, 0.00], [-0.01, 0.00, 0.01], [-0.01, -0.01, 0.01], [0.01, 0.02, -0.02], [0.00, 0.02, -0.03], [0.01, -0.02, 0.01], [0.01, 0.00, -0.01], [-0.05, 0.04, 0.05], [0.03, -0.01, -0.01], [0.05, 0.01, -0.01], [0.08, -0.03, 0.04], [-0.09, 0.06, -0.05], [0.01, -0.02, 0.01], [0.00, 0.03, -0.01], [0.00, -0.02, 0.00], [-0.02, 0.01, 0.00], [0.06, -0.01, 0.01], [0.00, 0.00, 0.00], [0.00, 0.00, 0.00], [0.01, 0.00, 0.00], [0.00, 0.00, 0.01], [0.00, 0.00, 0.00], [0.00, 0.00, 0.00], [0.01, -0.01, 0.00], [0.00, 0.00, 0.00], [0.00, 0.00, 0.00], [-0.03, -0.04, 0.08], [0.00, 0.01, -0.02], [0.08, -0.07, -0.05], [-0.20, 0.34, -0.16], [0.09, -0.20, 0.08], [0.08, -0.12, 0.14], [-0.04, -0.04, -0.06], [0.01, 0.06, -0.02], [-0.02, -0.01, 0.00], [0.02, 0.02, 0.00], [-0.02, 0.04, 0.00], [0.00, 0.00, 0.01], [0.00, 0.00, 0.00], [0.00, 0.00, 0.01], [0.01, 0.01, -0.01], [0.01, 0.01, 0.02], [-0.05, -0.01, 0.03], [0.01, -0.03, -0.01], [0.00, 0.01, 0.00], [0.00, 0.00, 0.00], [0.00, 0.00, 0.00], [0.00, 0.00, 0.00], [0.00, 0.00, 0.00], [-0.01, 0.00, 0.01], [0.00, 0.00, 0.04], [0.00, 0.00, -0.01]], "multiplicity": 1, "gap_ev": [5.59, 6.10], "max_force_ha_per_bohr": 0.00840, "total_charge": 2, "e_above_lowest_kcal_mol": 0.00, "total_energy_ev": -53842.3736}

2.
{"formula": "C4H10NO2", "method": "the ωB97M-V functional and the def2-TZVPD basis", "species": ["C", "C", "C", "O", "N", "C", "O", "H", "H", "H", "H", "H", "H", "H", "H", "H", "H"], "positions_angstrom": [[1.530, 0.321, 0.148], [0.255, -0.410, 0.513], [-0.336, -1.225, -0.620], [0.519, -2.395, -0.862], [-0.762, 0.523, 1.105], [-1.524, 1.332, 0.057], [-0.816, 2.239, -0.577], [1.319, 1.109, -0.574], [1.943, 0.797, 1.040], [2.331, -0.334, -0.219], [0.420, -1.145, 1.304], [-0.377, -0.621, -1.529], [-1.288, -1.656, -0.354], [1.379, -2.017, -1.068], [-0.200, 1.240, 1.558], [-2.393, 1.712, 0.644], [-1.999, 0.529, -0.566]], "forces_ev_per_angstrom": [[0.48, -0.02, -0.09], [-1.31, 0.49, 0.86], [1.20, -0.47, -0.22], [-0.25, 0.59, -0.11], [0.32, -0.37, -0.61], [-0.15, -0.44, 0.38], [0.21, 0.17, -0.37], [-0.13, -0.02, -0.03], [-0.03, 0.05, 0.05], [-0.03, -0.13, -0.10], [0.47, -0.12, 0.06], [-0.32, -0.09, -0.02], [-0.39, 0.17, 0.02], [0.09, -0.17, -0.01], [-0.17, 0.05, 0.17], [-0.04, 0.26, 0.18], [0.04, 0.05, -0.17]], "multiplicity": 1, "gap_ev": 6.36, "max_force_ha_per_bohr": 0.03201, "total_charge": -1, "e_above_lowest_kcal_mol": 64.91, "total_energy_ev": -9894.6307}

3.
{"formula": "C5H4", "method": "the ωB97M-V functional and the def2-TZVPD basis", "species": ["C", "C", "C", "H", "H", "C", "C", "H", "H"], "positions_angstrom": [[1.110, 0.781, 0.782], [2.249, 0.573, -0.012], [1.322, -0.343, -0.055], [3.204, 0.961, -0.523], [1.100, -1.205, -0.627], [-2.203, 0.373, -0.038], [-2.280, -0.797, 0.198], [-2.052, 1.430, -0.078], [-2.450, -1.773, 0.352]], "forces_ev_per_angstrom": [[-0.20, -0.11, 0.27], [2.65, 1.65, -1.38], [-0.05, -0.08, -0.26], [-1.68, -0.64, 1.29], [-0.70, -0.78, 0.08], [0.27, 0.22, 0.41], [0.12, 2.78, -0.70], [-0.06, -0.20, -0.19], [-0.36, -2.85, 0.46]], "multiplicity": 1, "gap_ev": 10.14, "max_force_ha_per_bohr": 0.06643, "e_above_lowest_kcal_mol": 78.52, "total_energy_ev": -5242.7907}

4.
{"formula": "C9H16GaINO", "method": "the ωB97M-V functional and the def2-TZVPD basis", "species": ["I", "C", "C", "C", "Ga", "C", "C", "C", "N", "C", "C", "H", "H", "H", "H", "H", "H", "H", "H", "H", "H", "H", "H", "C", "O", "H", "H", "H", "H"], "positions_angstrom": [[2.888, -0.844, 0.514], [2.210, 0.066, -1.312], [1.265, 1.234, -1.075], [-0.034, 0.904, -0.349], [-1.596, 2.096, -0.957], [-3.285, 0.967, -0.770], [-4.248, 0.862, -1.779], [-5.374, 0.065, -1.618], [-5.633, -0.659, -0.531], [-4.720, -0.577, 0.437], [-3.571, 0.199, 0.365], [1.711, -0.731, -1.856], [3.116, 0.361, -1.835], [1.819, 1.988, -0.511], [1.046, 1.627, -2.073], [-0.337, -0.123, -0.581], [0.081, 0.994, 0.730], [-1.367, 2.436, -2.521], [-1.724, 3.442, -0.092], [-4.122, 1.403, -2.710], [-6.107, 0.008, -2.417], [-4.911, -1.167, 1.327], [-2.891, 0.195, 1.210], [6.253, -2.505, 3.077], [4.881, -2.478, 3.439], [6.804, -2.881, 3.937], [6.434, -3.171, 2.228], [6.626, -1.506, 2.832], [4.390, -2.144, 2.681]], "forces_ev_per_angstrom": [[0.00, -0.02, 0.08], [-0.21, 0.14, -0.22], [0.13, -0.26, 0.50], [-0.30, 0.22, -0.31], [0.13, -0.06, 0.03], [-0.05, 0.00, -0.04], [-0.02, -0.05, 0.09], [0.11, 0.12, -0.12], [0.00, 0.00, 0.00], [0.17, 0.06, 0.10], [-0.04, 0.00, -0.08], [0.05, -0.11, 0.05], [0.07, -0.05, 0.00], [-0.06, 0.24, -0.19], [0.09, 0.12, -0.07], [0.01, -0.05, 0.07], [0.12, -0.17, 0.08], [-0.04, -0.03, -0.05], [-0.01, 0.00, 0.06], [-0.01, 0.02, -0.03], [-0.09, -0.04, -0.04], [-0.07, -0.06, 0.05], [0.01, -0.01, 0.04], [-0.12, 0.02, 0.01], [0.12, -0.01, -0.05], [0.01, -0.01, 0.01], [0.03, 0.01, 0.00], [0.03, -0.01, -0.01], [-0.07, 0.00, 0.04]], "multiplicity": 1, "gap_ev": 7.69, "max_force_ha_per_bohr": 0.01127, "total_charge": -1, "total_energy_ev": -73606.7840}